# C57H96N8O23PS5

A 14-piece molecular cluster, C57H96N8O23PS5 overall in a non-equilibrium geometry (the ωB97M-V functional and the def2-TZVPD basis, the Open Molecules 2025 dataset).

Geometry as XYZ:
```
190
Properties=species:S:1:pos:R:3:forces:R:3
C 17.53723 10.88973 10.87327 -0.5 -0.9 -1.8
C 18.40568 12.07223 10.44020 0.6 -1.1 0.8
C 19.74132 11.63661 9.77798 -1.2 0.2 1.8
C 20.49422 12.85435 9.26143 0.6 -0.8 -0.8
P 21.96016 13.22926 10.19966 2.3 1.1 0.7
C 22.84329 14.73804 9.41605 -0.9 -2.0 0.1
C 21.84128 15.77026 8.88837 0.3 1.2 1.5
C 22.55609 17.13567 8.65882 0.6 -0.6 -0.2
C 23.09938 17.98042 9.88321 -1.6 -0.6 -1.0
C 21.61850 13.61881 11.95224 -1.0 -0.4 -0.6
C 22.75327 13.84836 12.96689 -0.2 0.8 0.3
C 22.44712 13.24705 14.36331 1.2 1.1 0.9
C 23.25595 13.94287 15.53578 0.2 -0.4 0.1
C 23.03636 11.72184 10.14886 0.6 0.1 0.4
C 24.43028 11.79956 10.86187 -0.5 1.2 1.0
C 25.54495 10.78288 10.58262 -0.3 0.4 0.3
C 26.96508 11.05324 11.29945 -0.6 -0.8 -2.1
H 17.57925 10.16652 10.05884 -0.9 -0.2 -0.4
H 16.52209 11.22215 11.09030 -0.1 -0.2 -0.2
H 17.86505 10.25482 11.69640 0.4 0.8 0.4
H 18.48105 12.40700 11.47478 1.2 1.7 -0.3
H 17.98944 12.80691 9.75094 -0.8 -0.2 0.5
H 19.59407 10.89203 8.99568 -0.3 0.2 -0.2
H 20.25613 11.08660 10.56573 0.5 0.0 -0.1
H 19.90172 13.72841 8.99114 -0.1 0.0 0.4
H 20.92699 12.52499 8.31678 0.3 0.3 -0.4
H 23.50823 14.31037 8.66567 -0.1 0.1 -0.3
H 23.50525 15.13808 10.18408 -0.2 0.2 0.2
H 21.10029 15.90797 9.67582 -0.2 0.2 0.4
H 21.19834 15.53559 8.04004 0.7 -0.5 -0.4
H 21.88838 17.68265 7.99318 0.1 0.5 0.5
H 23.39775 16.87768 8.01605 0.2 0.2 -0.1
H 24.02945 17.63019 10.33089 0.0 -0.1 -0.3
H 22.32334 18.00123 10.64835 0.0 -0.1 0.3
H 23.18841 19.01726 9.55895 0.4 0.0 -0.1
H 20.90875 12.87268 12.30951 0.3 -0.7 0.0
H 20.92644 14.45805 11.88261 0.2 0.6 0.1
H 22.80176 14.93235 13.07045 -0.1 0.2 0.3
H 23.76042 13.65554 12.59735 -0.2 -0.6 0.1
H 22.64517 12.17685 14.42282 0.0 0.0 -0.3
H 21.40381 13.41021 14.63347 -0.2 -0.1 -0.3
H 23.29275 13.31157 16.42358 -0.5 -0.4 0.1
H 22.85536 14.88323 15.91441 -0.4 0.0 -0.4
H 24.32262 14.12268 15.40171 0.0 -0.1 -0.9
H 23.23888 11.58293 9.08690 -0.4 -0.5 -0.2
H 22.43333 10.96854 10.65580 -0.2 -0.4 -0.6
H 24.28789 11.71662 11.93934 -0.3 0.5 0.1
H 24.72429 12.81916 10.61272 0.9 0.1 0.3
H 25.50411 10.70133 9.49643 1.2 -0.2 -0.3
H 25.14490 9.83250 10.93597 0.2 -0.3 0.1
H 27.67298 10.36583 10.83638 -0.2 -0.7 0.1
H 27.01986 10.84799 12.36855 -0.5 0.4 -0.1
H 27.47433 11.96152 10.97728 -0.7 0.7 0.6
O 23.45902 12.66197 6.60082 -1.0 2.1 1.8
C 23.94057 11.77266 5.98113 3.2 -0.1 -0.5
N 23.26254 10.72239 5.57947 -0.9 -2.1 -1.2
C 25.44566 11.69042 5.61208 -0.2 0.5 -0.6
H 22.27764 10.65559 5.79306 0.1 0.1 -0.3
H 23.66576 10.23105 4.79456 -0.5 -0.3 0.2
H 25.92049 12.67033 5.66123 -0.2 0.0 0.4
H 25.56719 11.39067 4.57117 -0.2 -0.1 -0.2
H 26.03009 10.96472 6.17767 -0.3 0.0 0.4
O 24.05243 22.12246 9.07797 0.7 0.8 0.5
C 24.02289 22.30416 10.29535 1.3 -0.4 -2.2
N 22.97189 21.87944 10.96219 -1.0 -0.2 2.2
C 25.18025 22.87767 11.13752 -0.8 0.0 -0.9
H 23.15268 21.77267 11.95013 -0.8 -0.2 0.1
H 22.23204 21.38534 10.48408 0.3 0.0 0.1
H 24.86250 23.16911 12.13861 0.1 -0.2 0.0
H 25.55349 23.75309 10.60608 0.1 -0.1 0.1
H 25.95156 22.10802 11.16613 0.1 0.1 0.1
O 21.06254 10.27492 12.69420 2.7 3.1 -1.9
C 20.24148 9.66273 13.28915 0.9 -0.1 3.4
N 19.60574 8.72722 12.63579 -2.7 -2.2 -0.7
C 20.07153 9.85422 14.81122 -2.4 -0.2 -1.8
H 18.81947 8.21544 13.00989 0.1 0.1 0.2
H 19.59098 8.86166 11.63488 0.5 -0.5 -0.2
H 20.46697 10.79091 15.20410 0.9 -0.7 0.1
H 20.09013 8.87533 15.29032 0.8 0.4 0.5
H 19.00626 10.08416 14.83155 -0.5 0.0 0.4
N 27.28442 4.89747 12.93804 0.0 3.1 -2.3
C 26.30538 4.66231 13.76535 -0.8 0.0 0.8
C 25.24193 5.54563 14.01637 -0.4 0.6 -1.5
C 25.09307 6.65549 13.17281 1.0 0.5 1.7
C 26.10298 7.01736 12.26921 -0.6 -2.7 -0.1
C 27.14626 6.09655 12.17899 0.6 -1.1 1.3
H 26.36925 3.72587 14.29957 0.0 -0.2 0.2
H 24.44259 5.34561 14.71455 0.2 -0.2 0.2
H 24.39150 7.42891 13.44853 -0.7 -0.2 -0.3
H 25.87104 7.72503 11.48702 0.7 0.6 0.3
H 27.99287 6.36497 11.56448 0.1 -0.4 -0.3
N 18.20524 15.48937 7.44225 -0.6 1.7 0.7
C 18.07272 16.79798 7.84566 0.1 -1.5 -0.1
C 17.18556 17.18208 8.82456 0.1 -0.2 0.2
C 16.31383 16.23403 9.32656 -0.7 1.0 0.5
C 16.30178 14.96581 8.82402 -0.2 -0.6 0.1
C 17.30791 14.62432 7.95545 0.9 0.7 -1.8
H 18.63113 17.58592 7.36220 0.6 -0.4 -0.2
H 17.16139 18.19819 9.18971 -0.1 0.1 -0.1
H 15.57169 16.58159 10.03000 -0.1 -0.2 0.2
H 15.51884 14.25179 9.03277 0.0 0.0 0.3
H 17.33920 13.68968 7.41519 0.0 -0.5 0.5
N 24.07794 20.25801 13.82351 0.3 0.0 0.0
C 24.39196 19.22910 12.99434 -1.9 0.7 1.8
C 23.83078 17.96372 13.22626 0.7 -0.2 -0.4
C 23.04219 17.67987 14.34060 1.5 1.4 -1.3
C 22.81368 18.78106 15.16200 -1.1 -1.2 1.4
C 23.31322 20.03780 14.92027 0.8 -0.6 -2.1
H 24.97886 19.51180 12.13292 0.1 -0.3 -0.1
H 24.05950 17.16103 12.54086 0.1 -0.1 -0.1
H 22.79047 16.63446 14.44146 -0.6 0.2 0.7
H 22.20285 18.63926 16.04130 -0.1 0.0 0.2
H 23.06141 20.87920 15.54879 0.1 0.1 0.0
N 19.58161 17.45505 3.54403 -0.1 0.6 0.7
C 19.62733 18.05548 4.78502 2.3 -1.3 -0.8
C 20.81094 18.01483 5.55289 -0.2 0.1 -1.3
C 21.99746 17.47617 4.95913 -1.0 1.0 2.1
C 21.95545 17.09460 3.68413 -1.0 -1.8 -2.2
C 20.70648 16.98616 3.01538 0.4 1.1 1.2
H 18.73594 18.54146 5.15330 -0.2 -0.1 -0.1
H 20.83114 18.49468 6.52022 0.0 -0.1 0.1
H 22.93902 17.31796 5.46396 -0.1 0.5 0.5
H 22.82588 16.64504 3.22955 0.1 0.2 -0.2
H 20.68477 16.55920 2.02359 -0.3 -0.1 -0.1
N 20.96073 8.23013 9.75437 1.4 0.3 2.2
C 22.28820 8.25345 9.93289 1.2 -0.6 -2.0
C 23.20620 8.19159 8.83172 -0.5 0.5 1.7
C 22.69810 8.14400 7.57209 -1.6 0.6 -0.9
C 21.31781 8.10020 7.41448 -1.2 -0.5 0.7
C 20.46693 8.14813 8.55229 0.9 0.0 -1.6
H 22.73070 8.28218 10.91767 -0.5 0.1 0.4
H 24.27559 8.29602 8.94085 0.1 -0.1 0.5
H 23.22705 8.35318 6.65402 0.7 -0.6 0.2
H 20.92669 7.94642 6.41961 -0.3 0.3 -0.1
H 19.38928 8.20061 8.60019 -0.2 -0.2 -1.0
C 27.41763 6.20602 6.51204 2.7 -0.6 -2.7
C 29.02062 6.18478 6.75509 -3.1 -0.4 -0.5
O 29.21212 7.56149 7.14539 -1.0 0.4 1.0
S 27.90571 8.15431 8.02752 1.0 -0.1 1.5
O 27.49836 9.51274 7.62904 1.0 -3.2 0.3
O 28.21174 7.93273 9.45876 -1.2 0.3 -3.5
O 26.85282 7.01173 7.42991 -0.3 3.2 3.6
H 26.83578 5.28474 6.48401 0.6 -0.1 0.0
H 27.41448 6.75645 5.57123 -0.7 -0.4 -0.6
H 29.47552 6.02329 5.77782 0.3 0.2 0.3
H 29.22445 5.35876 7.43644 0.8 0.8 0.6
C 27.24393 8.26469 16.07923 -1.8 0.2 2.4
C 26.68548 8.97137 17.35464 0.0 -0.7 0.0
O 26.24193 10.28772 16.99959 0.1 1.4 -1.6
S 26.71424 10.76667 15.42122 -1.2 -2.9 2.2
O 27.44878 12.03059 15.47293 -1.5 -3.2 -0.4
O 25.56307 10.48950 14.53873 2.7 1.2 1.6
O 27.70225 9.40413 15.43858 1.3 2.1 -3.3
H 26.49815 7.60136 15.64117 -0.3 0.8 -1.0
H 28.02038 7.54655 16.34292 0.7 0.7 -0.1
H 27.51514 9.03020 18.05912 -0.2 0.3 0.2
H 25.82340 8.47051 17.79519 0.1 0.0 0.0
C 26.37801 16.92041 15.54745 0.8 0.3 0.6
C 26.89187 15.70184 16.37153 -0.7 0.6 0.6
O 27.71189 14.96640 15.52455 1.0 -0.7 -2.9
S 27.23514 15.09073 13.93723 0.9 -0.3 -1.4
O 26.12074 14.18203 13.65215 1.8 1.8 0.7
O 28.39209 15.04185 12.97482 -3.6 0.6 3.6
O 26.65163 16.64287 14.17435 0.3 -1.8 -1.0
H 26.98963 17.79080 15.78506 0.2 -0.1 0.0
H 25.36181 17.26643 15.73646 -0.3 -0.7 -0.3
H 26.16921 14.99315 16.77603 -0.5 0.4 -0.1
H 27.50781 16.07113 17.19149 0.0 -0.1 0.0
C 19.57289 14.48883 20.06127 1.2 0.7 0.1
C 20.69092 13.39127 20.08838 -1.4 0.9 -0.4
O 20.96164 13.15344 18.65089 1.1 0.6 -0.9
S 20.18401 14.13577 17.60041 -0.7 2.2 0.5
O 19.57640 13.42810 16.45045 1.8 1.4 3.3
O 20.89678 15.46168 17.31911 -2.3 -4.8 1.4
O 19.01627 14.29842 18.82385 -1.4 0.3 -4.1
H 19.93551 15.51664 20.04652 0.9 0.0 0.4
H 18.77889 14.54821 20.80569 0.1 -1.0 0.1
H 20.29319 12.43422 20.42594 0.3 0.1 0.2
H 21.53528 13.77751 20.65933 0.3 -0.5 -0.5
C 28.77714 13.70722 6.90042 0.0 0.6 1.4
C 28.50286 13.02873 8.28482 0.1 2.2 -0.3
O 27.19001 13.46911 8.54891 -4.1 0.5 0.6
S 26.89929 15.05839 8.13969 2.6 1.2 0.2
O 27.68183 15.95657 9.03441 -2.2 -2.6 -2.0
O 25.50841 15.45299 7.83862 3.4 -2.0 0.6
O 27.80019 14.82386 6.76354 -0.2 -0.3 0.6
H 28.65959 13.00260 6.07714 -0.3 0.3 0.0
H 29.79334 14.09659 6.96232 -0.2 0.3 -0.5
H 28.95762 13.49836 9.15704 1.5 -0.3 -0.5
H 28.65824 11.95032 8.25340 -0.7 0.1 0.1
```
Positions in Å, forces in eV/Å.

Summary:
HOMO-LUMO gap = 9.0095 eV
E_tot = -6729.82520 Ha
Largest force on an atom = 5.5 eV Å⁻¹
Charge = +1
Spin multiplicity = 1

Atom charges from the Mulliken analysis, given in e for atoms 1 to 5: number 1, C, carries -1.4022; number 2, C, carries 0.1805; number 3, C, carries 0.8451; number 4, C, carries -1.4663; number 5, P, carries 0.6992